Density functional theory data (ωB97M-V with the def2-TZVPD basis set) for a cluster of 2 separate species, C6H18N2O in total at a distorted geometry.

Computed properties:
- Energy above the lowest of the compared OMol25 structures with the same formula, charge and spin: 18.9 kcal per mole
- Spin multiplicity: 1
- Frontier orbital gap: 9.54 eV

Each line ends with the Mulliken charge.
Cartesian coordinates (Å):
C -1.38915 0.25307 1.24808  -0.87
C -0.01301 -0.17714 1.81017  -0.69
C 1.13204 0.49234 1.04180  0.63
C 2.29584 0.85868 1.97463  -1.68
N 1.57141 -0.22252 -0.14301  -0.37
C 1.22949 0.17905 -1.49408  -0.76
C -0.14886 -0.23024 -2.02309  -0.57
N -0.54259 -1.63325 -1.90985  -0.52
H -2.21551 0.00463 1.90411  0.49
H -1.52699 1.29904 0.97170  0.47
H -1.51311 -0.40578 0.37802  -0.12
H -0.01016 0.04529 2.87641  0.34
H 0.01605 -1.25131 1.59880  0.25
H 0.74556 1.47983 0.75702  0.20
H 3.16319 1.22175 1.43889  0.40
H 1.93913 1.66305 2.62706  0.38
H 2.61589 0.03323 2.61757  0.32
H 1.39652 -1.20964 -0.00443  0.24
H 1.16458 1.27390 -1.55538  0.32
H 2.06220 -0.12381 -2.13240  0.42
H -0.92801 0.49629 -1.74931  0.22
H -0.14438 0.03292 -3.09410  0.44
H -0.23538 -2.00789 -1.01672  0.21
H -0.10599 -2.09787 -2.70328  0.28
O -3.76322 0.28078 -1.22534  -0.67
H -3.44374 0.08869 -0.35700  0.32
H -3.35180 -0.34307 -1.83624  0.32

Density functional theory data (ωB97M-V with the def2-TZVPD basis set) for the molecule C6H15N at a distorted geometry.

Computed properties:
- Energy above the lowest of the compared OMol25 structures with the same formula, charge and spin: 24.7 kcal per mole
- Spin multiplicity: 1
- Frontier orbital gap: 9.57 eV

Each line ends with the Mulliken charge.
Cartesian coordinates (Å):
C -0.22754 2.55824 1.12921  -1.14
C 0.53975 1.43779 1.80333  -0.43
C 0.08499 0.04193 1.41735  -0.73
N 0.53492 -0.30021 0.01822  -0.34
C -0.03082 -1.40608 -0.79980  0.31
C 0.84649 -1.62981 -2.06557  -1.40
C -1.44086 -1.03568 -1.27219  -1.24
H 0.13828 2.84851 0.14369  0.30
H -0.11421 3.53429 1.67649  0.36
H -1.29593 2.36701 1.17942  0.29
H 0.31063 1.59705 2.87018  0.30
H 1.64644 1.46142 1.71640  0.27
H 0.63169 -0.70941 2.03390  0.29
H -0.96780 -0.27362 1.40458  0.48
H 1.53230 -0.45610 0.08568  0.24
H -0.00723 -2.30512 -0.15955  0.28
H 1.90904 -1.82842 -1.92368  0.40
H 0.75536 -0.71664 -2.66058  0.34
H 0.45350 -2.46854 -2.63242  0.37
H -1.88130 -1.92798 -1.71675  0.40
H -1.36708 -0.09566 -1.83642  0.33
H -2.05065 -0.69296 -0.41151  0.32

Density functional theory data (ωB97M-V with the def2-TZVPD basis set) for a structure of composition C14H32AsIN6O5Os at a distorted geometry.

Computed properties:
- <S²>: 6.043
- Energy above the lowest of the compared OMol25 structures with the same formula, charge and spin: 4.3 kcal per mole
- Spin multiplicity: 5
- Frontier orbital gap (alpha / beta): 8.59 / 6.74 eV
- Charge: +2

Each line ends with the Mulliken charge.
Cartesian coordinates (Å):
Os -0.11610 -0.72187 -1.08232  1.27
N 1.92031 -0.86197 0.66652  -0.55
C 1.87378 0.33816 1.50886  0.41
C 2.31631 0.08357 2.96023  -0.83
C 1.64407 -1.05719 3.74963  -1.06
C 0.14028 -0.99756 4.01855  -0.20
N -0.16745 0.12196 4.90804  -0.11
C -1.29876 0.80671 4.96382  0.91
N -2.35432 0.44021 4.24729  -0.30
N -1.39524 1.84975 5.79223  -0.42
C 0.49173 1.03397 1.39902  0.06
O 0.24237 2.00226 2.08619  -0.70
O -0.33396 0.52864 0.52010  0.01
H 1.89839 -1.70934 1.22036  0.14
H 2.75776 -0.89145 0.09822  0.33
H 2.55683 1.08691 1.10245  0.33
H 2.22753 1.02826 3.49672  0.40
H 3.37937 -0.15924 2.91783  0.37
H 2.13889 -1.11504 4.72295  0.39
H 1.85635 -2.01323 3.26288  0.49
H -0.16104 -1.92744 4.50413  0.38
H -0.42375 -0.90857 3.08760  -0.19
H 0.58120 0.42637 5.50900  0.27
H -2.33285 -0.35204 3.62293  0.09
H -3.21180 0.95944 4.30544  0.22
H -0.59553 2.19476 6.29261  0.19
H -2.23619 2.39584 5.84702  0.20
C 3.10015 -2.07629 -4.16849  -1.52
C 1.93992 -1.57070 -3.38114  0.66
N 2.00213 -0.70032 -2.44632  0.27
O 3.27912 -0.28918 -2.11850  -0.54
C 0.57546 -2.03714 -3.65706  0.34
C 0.16899 -2.76323 -4.88415  -1.58
N -0.29521 -1.74316 -2.72515  0.31
O -1.56023 -1.95689 -2.77630  -0.65
H 4.03227 -1.91018 -3.63895  0.44
H 3.15398 -1.55019 -5.12504  0.35
H 2.97815 -3.13815 -4.38018  0.38
H 3.20477 0.66570 -1.99366  0.39
H 0.70513 -2.39182 -5.75651  0.41
H -0.90355 -2.65814 -5.02722  0.42
H 0.38576 -3.83165 -4.78605  0.34
I -2.68671 -1.99282 0.55562  0.02
C -0.67435 -2.45020 -0.02643  -1.34
H -0.75373 -3.32439 -0.66253  0.59
H -0.13073 -2.68678 0.88189  0.57
C -0.95560 3.85966 -2.54145  -1.10
As -1.78460 2.18703 -2.10648  0.55
C -3.13793 1.76437 -3.39497  -1.07
C -2.61296 2.33754 -0.37960  -0.94
O -0.56408 1.02491 -2.19682  -0.69
H -1.67255 4.67239 -2.43557  0.41
H -0.59433 3.81618 -3.56536  0.37
H -0.12120 4.01252 -1.86206  0.35
H -3.94153 2.49710 -3.32859  0.42
H -3.52446 0.76745 -3.19671  0.35
H -2.69496 1.79324 -4.38720  0.37
H -3.40045 3.08840 -0.46139  0.54
H -1.87286 2.62961 0.36029  0.25
H -3.04201 1.37326 -0.11623  0.22

Density functional theory data (ωB97M-V with the def2-TZVPD basis set) for the molecule C5H6O2S at a distorted geometry.

Computed properties:
- Energy above the lowest of the compared OMol25 structures with the same formula, charge and spin: 80.0 kcal per mole
- Spin multiplicity: 1
- Frontier orbital gap: 8.35 eV

Each line ends with the Mulliken charge.
Cartesian coordinates (Å):
O 0.31582 -1.09866 1.70963  -0.48
C -0.54715 -0.19271 1.60373  -0.03
C -1.42557 0.30754 0.37492  -0.38
C -0.63571 -0.44925 -0.79670  0.22
S -1.36151 -1.61010 -1.76660  -0.21
C 0.84326 -0.30879 -0.96390  -0.71
C 1.46352 0.86393 -0.39248  0.06
O 0.93795 1.86378 -0.02544  -0.44
H -0.75543 0.10479 2.67126  0.39
H -1.52231 1.51156 0.01556  0.25
H -2.43300 -0.25923 0.30674  0.34
H 1.26911 -0.94477 -0.22892  0.34
H 1.19786 -0.53288 -2.13481  0.40
H 2.65316 0.74479 -0.37300  0.24

Density functional theory data (ωB97M-V with the def2-TZVPD basis set) for a structure of composition C34H62As3ClN5OS5V at a distorted geometry.

Computed properties:
- <S²>: 2.057
- Energy above the lowest of the compared OMol25 structures with the same formula, charge and spin: 4.8 kcal per mole
- Spin multiplicity: 3
- Frontier orbital gap (alpha / beta): 5.83 / 6.56 eV
- Charge: +2

Each line ends with the Mulliken charge.
Cartesian coordinates (Å):
V 0.05188 0.77611 0.46920  -0.17
C -2.04553 3.76323 1.35399  -1.23
As -0.91244 2.39270 2.12286  1.64
C 0.24693 3.52006 3.18617  -1.76
C -2.20489 1.65796 3.38575  -2.20
C -1.84766 0.43453 4.24640  2.14
C -3.01486 0.26903 5.23303  -2.24
C -1.81149 -0.84524 3.39716  -2.08
As -0.42133 -1.08408 2.04621  1.27
C -1.15656 -2.65740 1.16111  -1.74
C 1.06316 -1.95001 2.93652  -1.67
C -0.51671 0.68321 4.99797  -1.16
As -0.26037 -0.11825 6.79842  0.29
C 0.23363 -1.96041 6.34991  -0.97
C 1.56253 0.56582 6.99021  -1.15
H -2.49318 4.32097 2.17316  0.54
H -2.82827 3.30965 0.75132  0.37
H -1.46633 4.44464 0.73689  0.30
H -0.37847 4.19052 3.77013  0.49
H 0.86869 4.12212 2.52314  0.47
H 0.87806 2.94743 3.86060  0.49
H -3.08706 1.45480 2.77385  0.61
H -2.45316 2.49226 4.04316  0.74
H -3.96570 0.20915 4.69725  0.48
H -3.06504 1.11213 5.92441  0.47
H -2.90995 -0.63838 5.82986  0.57
H -2.73806 -0.93700 2.82548  0.80
H -1.74833 -1.72274 4.04048  0.69
H -1.44922 -3.36786 1.93159  0.73
H -0.40953 -3.12020 0.51780  0.36
H -2.02087 -2.39514 0.55578  0.59
H 0.65891 -2.73960 3.56391  0.59
H 1.65191 -1.27284 3.55106  0.32
H 1.70158 -2.40216 2.17750  0.49
H -0.44744 1.74654 5.23904  0.75
H 0.34812 0.45292 4.36314  -0.02
H -0.56835 -2.46916 5.81469  0.24
H 0.38532 -2.49128 7.28902  0.51
H 1.15832 -2.00487 5.77412  0.22
H 1.53904 1.64317 7.15437  0.36
H 2.16699 0.33971 6.10809  0.28
H 2.02580 0.10179 7.86028  0.41
N 2.03688 1.25802 1.41968  -0.47
C 3.18704 1.55189 0.50093  -0.57
C 3.57095 0.34427 -0.33728  -0.71
C 2.51248 -0.10841 -1.32692  -0.71
N 1.27274 -0.54968 -0.61598  -0.20
H 1.91724 2.04688 2.04788  0.23
H 2.31440 0.48721 2.02396  0.17
H 4.04415 1.87955 1.08618  0.50
H 2.89721 2.38142 -0.14368  0.05
H 3.84316 -0.48533 0.32636  0.28
H 4.47481 0.59280 -0.89457  0.45
H 2.89235 -0.92707 -1.93500  0.36
H 2.24911 0.69959 -2.00602  0.49
H 1.52012 -1.38069 -0.08276  0.25
H 0.57052 -0.90996 -1.30522  0.53
C 0.73265 4.19318 -1.31126  -1.21
S 0.17839 2.46963 -1.37278  0.33
C -1.49466 2.59309 -1.89221  -0.15
C -2.39117 1.71271 -1.44274  0.10
S -2.04955 0.46632 -0.24032  -0.39
S -4.00060 1.86162 -2.08584  0.05
C -3.69629 3.24859 -3.11495  0.13
S -4.81824 3.98890 -3.98760  -0.11
S -2.01901 3.77100 -3.05742  -0.05
H 1.70778 4.21165 -0.82940  0.36
H 0.03015 4.80697 -0.75473  0.30
H 0.83477 4.55196 -2.33207  0.54
C -4.55151 -4.00310 -1.63439  -1.83
C -3.73112 -5.28954 -1.45966  2.77
C -4.71093 -6.34242 -0.91919  -2.00
C -2.65375 -5.06787 -0.39381  -1.50
C -3.13530 -5.75554 -2.83111  1.50
O -4.23660 -6.03115 -3.71273  -0.65
C -2.28667 -7.05019 -2.79277  -1.47
C -0.77335 -7.09390 -2.49004  -1.11
C -0.35835 -7.28865 -1.04921  -0.20
C -0.81666 -8.35965 -0.28961  0.09
C -0.44935 -8.51174 1.04194  -0.89
C 0.40216 -7.58610 1.61973  0.35
Cl 0.86327 -7.75515 3.28768  -0.23
C 0.90157 -6.53005 0.87920  -0.97
C 0.51620 -6.39122 -0.44763  0.40
C -2.50012 -4.62446 -3.67930  -2.38
N -1.45838 -3.75297 -3.10635  0.95
C -1.60607 -2.51573 -2.63380  -0.38
N -0.43788 -2.00267 -2.29060  -0.22
C 0.42561 -3.00738 -2.62440  -0.80
N -0.14433 -4.07749 -3.12326  -0.81
H -5.17048 -3.84776 -0.74738  0.53
H -5.21617 -4.06478 -2.49795  0.42
H -3.92403 -3.11688 -1.73621  -0.05
H -5.02714 -6.04903 0.08440  0.50
H -4.26998 -7.33478 -0.82926  0.36
H -5.61453 -6.40971 -1.52888  0.52
H -3.09882 -4.53590 0.45396  0.77
H -1.80550 -4.47893 -0.75656  -0.14
H -2.25929 -6.00934 -0.01587  0.01
H -4.64835 -6.86204 -3.44998  0.52
H -2.41161 -7.46821 -3.79254  0.39
H -2.80022 -7.73776 -2.11973  0.44
H -0.26520 -6.21082 -2.87094  0.41
H -0.38188 -7.92874 -3.07519  0.46
H -1.48082 -9.09332 -0.73631  0.45
H -0.81437 -9.34591 1.62718  0.44
H 1.58719 -5.83057 1.34239  0.50
H 0.90234 -5.56179 -1.03439  0.41
H -3.31354 -3.97073 -3.98066  0.50
H -2.08305 -5.06350 -4.58147  0.39
H -2.55924 -2.01628 -2.56546  0.73
H 1.49988 -2.95157 -2.50536  0.43

Density functional theory data (ωB97M-V with the def2-TZVPD basis set) for a structure of composition C48H36F9N6O3PRh at a distorted geometry.

Computed properties:
- Spin multiplicity: 1
- Frontier orbital gap (alpha / beta): 5.15 / 5.14 eV
- Charge: +3

Each line ends with the Mulliken charge.
Cartesian coordinates (Å):
Rh -1.01273 -0.05326 0.10756  1.64
O -1.23243 0.21894 8.11656  -0.45
C -1.77103 -0.83886 7.56366  0.33
O -2.33263 -1.70516 8.16706  -0.49
C -1.70963 -0.95176 6.04206  0.52
C -1.59043 -2.21856 5.47356  -1.30
C -1.60543 -2.35946 4.10086  -0.32
C -1.80093 -1.24676 3.27156  -0.32
C -1.89983 0.01914 3.85236  -0.33
C -1.86533 0.16824 5.22726  -0.99
N -1.91823 -1.41136 1.89046  0.93
C -2.59943 -2.39926 1.44086  -0.71
C -2.69553 -2.71436 0.03706  0.23
C -3.26583 -3.92726 -0.36094  -1.19
C -3.38493 -4.20156 -1.71344  -0.62
C -2.98433 -3.23246 -2.62004  -1.14
C -2.44263 -2.04296 -2.14064  -0.32
N -2.26293 -1.79896 -0.85164  0.85
H -0.73183 0.82694 7.55196  0.34
H -1.49483 -3.09006 6.10546  0.50
H -1.47933 -3.33426 3.66026  0.67
H -2.02893 0.88184 3.21816  0.52
H -1.98503 1.15514 5.65386  0.60
H -3.17293 -3.03586 2.11366  0.70
H -3.62123 -4.62946 0.37916  0.61
H -3.81333 -5.13296 -2.05114  0.52
H -3.11413 -3.38076 -3.68134  0.56
H -2.18673 -1.25356 -2.83104  0.55
C -1.63603 4.14464 2.24196  -1.44
C -1.99983 2.94164 1.42676  0.26
O -1.14513 2.10124 1.09996  0.08
N -3.28663 2.81364 1.10216  0.11
C -3.76453 1.71834 0.28376  -0.82
C -3.32953 1.89924 -1.15054  0.75
C -3.92793 2.86144 -1.95684  -1.07
C -3.51043 3.00154 -3.26954  -0.82
C -2.52963 2.14574 -3.74304  -1.25
C -1.96373 1.24024 -2.86324  -0.57
N -2.33093 1.13384 -1.58874  0.83
H -1.53673 3.87414 3.29346  0.29
H -2.38703 4.92634 2.16976  0.54
H -0.67273 4.53984 1.92716  0.29
H -3.93403 3.54584 1.35666  0.31
H -4.85043 1.66564 0.35326  0.85
H -3.32643 0.77034 0.65436  -0.58
H -4.72063 3.47824 -1.56634  0.60
H -3.94913 3.74494 -3.91564  0.51
H -2.21173 2.18604 -4.77134  0.56
H -1.17293 0.58754 -3.20084  0.80
N 1.84477 2.34394 5.41206  -0.48
C 1.90747 1.49244 4.65126  -0.42
C 1.82487 0.42234 3.72146  0.33
C 2.50837 -0.78296 3.88236  -0.79
C 2.21997 -1.81636 3.00436  -1.54
C 1.28127 -1.61036 2.00286  -0.85
N 0.68957 -0.43366 1.81386  1.88
C 0.94747 0.56254 2.64196  -0.72
H 3.23547 -0.89386 4.67476  0.69
H 2.70887 -2.77246 3.10526  0.63
H 0.99117 -2.40786 1.33116  0.85
H 0.45267 1.50604 2.44436  0.57
F 6.94157 1.21914 2.02666  -0.25
C 6.89327 1.06924 0.69606  0.73
F 7.72767 0.08714 0.36636  -0.26
F 7.34087 2.19684 0.14186  -0.23
C 5.47537 0.78114 0.24096  0.14
C 4.42357 1.52114 0.77096  -0.93
C 3.12847 1.24954 0.36866  -0.94
C 2.87697 0.24934 -0.57074  1.15
C 3.94317 -0.45646 -1.12884  -0.48
C 5.23707 -0.19356 -0.71694  -0.99
P 1.16357 0.00154 -1.17284  1.18
C 1.19627 -1.60646 -2.02564  0.86
C 0.52037 -1.84846 -3.22304  -0.72
C 0.46607 -3.12866 -3.74534  -0.99
C 1.08807 -4.17166 -3.07334  0.01
C 1.78957 -3.94266 -1.89544  -1.57
C 1.82567 -2.66946 -1.36664  -1.14
C 0.94967 -5.59776 -3.55674  0.73
F 2.08047 -6.28096 -3.44714  -0.24
F 0.03097 -6.22186 -2.78544  -0.25
F 0.52437 -5.67106 -4.81204  -0.26
C 1.08597 1.36084 -2.39264  0.85
C 0.58797 2.59034 -1.96194  -0.17
C 0.51227 3.65344 -2.84154  -1.01
C 0.91997 3.47824 -4.15914  0.04
C 1.48287 2.27884 -4.57194  -1.19
C 1.57277 1.21634 -3.68844  -0.04
C 0.62567 4.56524 -5.17094  0.80
F 0.78187 5.78394 -4.66654  -0.25
F -0.67593 4.45014 -5.52924  -0.24
F 1.35127 4.45584 -6.27234  -0.25
H 4.62287 2.29994 1.49216  0.54
H 2.30857 1.82574 0.77546  0.44
H 3.78537 -1.19986 -1.89304  0.53
H 6.05837 -0.75046 -1.14094  0.56
H 0.06437 -1.03996 -3.77574  0.46
H -0.04623 -3.32046 -4.67594  0.64
H 2.30267 -4.75486 -1.40554  0.56
H 2.36967 -2.48916 -0.45074  1.05
H 0.23987 2.70314 -0.94334  0.12
H 0.13447 4.61104 -2.51864  0.56
H 1.85147 2.16644 -5.57974  0.57
H 2.01777 0.28754 -4.01234  0.63

Calculated total energy (hartree)
-424.11980; -292.32973; -3880.90467; -742.65747; -11783.77007; -3754.83093